Below is a molecular structure, C6H10N2 in a non-equilibrium geometry, with properties calculated with ωB97M-V/def2-TZVPD.

XYZ file:
```
18
Properties=species:S:1:pos:R:3:forces:R:3
C 1.801480 0.161530 0.352174 7.947 -0.117 -0.841
C 0.425333 -0.170659 0.358421 4.012 -3.802 -2.181
C -0.989049 -0.686023 -0.796887 -5.522 -8.900 -1.106
C -1.671517 -0.822682 0.623758 -0.500 -0.946 -2.845
C -0.592198 -0.426781 1.260420 -2.629 -0.749 5.501
C -0.343977 0.452494 -0.673934 3.125 9.341 -0.822
H 1.874171 0.483104 -0.999676 1.130 -0.068 4.653
H 2.801942 -0.811905 0.317093 -3.704 2.207 0.168
H 2.366413 0.706464 1.284629 -1.782 -0.237 -2.732
H 1.019471 -1.584731 -1.414818 -1.960 1.006 2.360
H -1.732295 -0.960674 -1.514623 0.091 -0.155 -1.216
H -2.733699 -1.216770 0.631183 1.715 0.813 1.003
H -0.528725 -0.154424 2.265298 0.225 -0.141 1.811
H 0.382051 0.762308 -1.374560 0.142 -0.182 -1.883
H -1.230214 1.684350 0.579110 -3.216 -0.967 5.884
H -0.227394 2.425621 -0.080924 -0.345 -1.008 -1.542
N 0.322934 -1.515007 -0.532865 -0.563 0.174 -1.533
N -0.944720 1.673790 -0.283801 1.834 3.731 -4.680
```
Forces are in eV/Å.

Calculated values
Relative energy (zero: lowest compared OMol25 entry of this formula, charge and spin), kJ/mol: 878.1
Charge: 0
E_LUMO, eV: 0.824

---

Below is 3 unconnected molecules or ions with the total composition C6H10N2O in a non-equilibrium geometry, with properties calculated with ωB97M-V/def2-TZVPD.

XYZ file:
```
19
Properties=species:S:1:pos:R:3:forces:R:3
C 0.396519 -1.600212 0.499518 -0.061 -0.442 -0.321
C -1.044028 -0.528988 -1.922461 -0.159 1.698 -0.089
C 0.172798 -0.194852 0.164711 2.404 2.049 5.414
C 0.717057 1.109124 1.670051 -0.549 -2.225 -0.792
N 1.738197 1.948904 1.367968 0.453 0.089 -0.362
C -0.580014 -0.334177 -3.152878 0.084 -0.036 0.453
C -0.002277 1.018081 2.782974 0.113 0.012 -0.044
O -2.191357 -1.180906 -1.599548 0.236 0.263 0.280
N -0.284884 0.729401 -0.428257 -2.500 -1.557 -4.657
H -2.780581 -1.245520 -2.372831 0.301 0.060 0.179
H 1.644757 2.928862 1.598209 -0.045 -0.168 -0.030
H 2.220382 1.767938 0.500265 -0.101 0.203 0.144
H -0.552453 -2.134464 0.438752 -0.010 -0.051 -0.021
H 1.083969 -2.039782 -0.223943 -0.030 0.008 -0.068
H 0.827987 -1.697841 1.494806 -0.140 0.109 -0.077
H 0.335968 0.216301 -3.306899 -0.093 0.140 -0.013
H -1.103566 -0.712708 -4.031811 0.136 -0.189 0.124
H -0.884035 0.396901 2.837255 0.043 -0.105 -0.022
H 0.285559 1.553941 3.684119 -0.082 0.142 -0.097
```
Forces are in eV/Å.

Calculated values
Relative energy (zero: lowest compared OMol25 entry of this formula, charge and spin), kJ/mol: 660.6
Charge: 0
E_LUMO (spin up / spin down), eV: 0.310 / 0.329

---

Below is a single C6H10N2O2 molecule in a non-equilibrium geometry, with properties calculated with ωB97M-V/def2-TZVPD.

XYZ file:
```
20
Properties=species:S:1:pos:R:3:forces:R:3
C -0.717413 -1.175449 -1.123332 0.523 -2.585 -0.917
C 1.661667 -1.279728 -0.417049 -1.429 2.018 0.245
C 0.487326 -2.001463 -0.962043 0.324 -1.530 4.130
C 0.136488 0.615801 0.188152 -1.180 2.543 -1.636
C 0.350536 2.049701 -0.448978 -0.057 0.238 3.236
C -1.111866 -0.284543 1.971882 2.032 -1.808 -1.552
N -0.857591 -0.043579 -0.672774 -0.613 2.261 0.893
N 1.327613 -0.116286 0.304457 2.653 -1.874 0.922
O 2.784694 -1.649572 -0.557527 1.501 -0.470 0.209
O -0.574356 0.910861 1.392699 0.831 -1.690 -1.269
H -1.517111 -1.730682 -1.606924 -0.476 0.569 -0.326
H 0.316261 -2.711924 0.014217 -0.105 1.260 -2.147
H 0.808412 -2.690742 -1.686306 0.008 -0.606 -1.389
H 0.319749 2.803141 0.406389 0.332 -0.997 -0.832
H -0.579729 2.219231 -0.910228 -0.772 0.475 -1.314
H 1.252432 2.253990 -1.001787 0.049 -0.465 -0.520
H -1.797488 -0.946324 1.333865 1.043 1.273 0.619
H -1.623737 0.174266 2.704017 -2.208 0.631 3.052
H -0.264409 -0.911263 2.406996 -1.079 0.592 -0.536
H 2.157307 0.199786 0.861233 -1.376 0.166 -0.867
```
Forces are in eV/Å.

Calculated values
Relative energy (zero: lowest compared OMol25 entry of this formula, charge and spin), kJ/mol: 204.2
Charge: 0
E_LUMO, eV: 0.717
SMILES: CO[C@]1(C)N=CCC(=O)N1

---

Below is 2 unconnected molecules or ions with the total composition C6H10N2O2 in a non-equilibrium geometry, with properties calculated with ωB97M-V/def2-TZVPD.

XYZ file:
```
20
Properties=species:S:1:pos:R:3:forces:R:3
O 1.373007 -0.764212 -1.628204 0.041 0.309 -0.304
C 1.367544 -0.431542 -0.276220 -0.061 0.037 0.152
C 2.482420 0.495931 0.310788 0.209 0.063 0.022
C 1.374665 1.374455 0.881840 -0.054 0.137 0.458
N 0.610727 1.871116 -0.270745 0.141 -0.096 -0.411
C 0.306624 0.537799 0.266612 -0.072 -0.036 0.089
C -1.068233 0.180792 0.760233 0.098 -0.635 0.319
C -2.017956 -0.105389 -0.330743 -1.797 1.711 -2.075
N -2.803791 0.002118 -1.194185 1.902 -0.515 2.087
H 1.413572 0.051558 -2.159681 -0.091 -0.317 0.391
H 1.321197 -1.370035 0.292515 0.018 0.164 -0.223
H 3.105549 -0.002222 1.062161 -0.152 0.109 -0.190
H 3.118820 0.994579 -0.432692 -0.206 -0.116 0.184
H 1.355485 1.914196 1.827609 0.019 -0.176 -0.244
H -0.096154 2.531747 0.046660 0.026 -0.122 0.015
H -1.009796 -0.710510 1.402534 0.046 0.230 -0.082
H -1.481983 0.996904 1.371907 0.008 -0.218 -0.228
O -2.979109 -2.817300 -0.833064 -1.039 1.422 -0.445
H -2.941042 -2.775307 0.152354 -0.467 0.466 -1.409
H -3.431544 -1.974678 -1.249679 1.428 -2.414 1.892
```
Forces are in eV/Å.

Calculated values
Relative energy (zero: lowest compared OMol25 entry of this formula, charge and spin), kJ/mol: 313.6
Charge: 0
E_LUMO, eV: 0.459
SMILES: N#CC[C@@]12N[C@@H]1C[C@@H]2O.O

---

Below is a single C6H10N2O2S molecule in a non-equilibrium geometry, with properties calculated with ωB97M-V/def2-TZVPD.

XYZ file:
```
21
Properties=species:S:1:pos:R:3:forces:R:3
C -0.249049 0.672358 -1.154089 2.096 2.574 -4.004
C -0.682446 0.422815 0.057351 -1.231 -1.502 2.192
C 1.092910 -1.195262 -2.045029 -0.409 -0.424 1.633
C -0.441623 0.532010 2.921222 -1.308 2.164 0.532
C 0.998567 0.862048 -3.242624 -0.548 1.349 -0.414
C -1.046736 -0.666748 2.204746 2.385 -1.411 -0.369
N 0.627373 0.003256 -2.117033 -1.085 -0.758 1.356
N -0.647837 -0.731107 0.806771 1.867 0.443 -3.803
O 0.004957 -3.152409 -0.267118 0.459 0.934 -0.130
O 1.883322 -1.728824 0.492277 1.421 0.236 0.732
S 0.669003 -1.870707 -0.211818 -2.637 -0.624 0.103
H -0.248271 1.680135 -1.610582 -1.056 -0.431 1.422
H -1.271522 1.254630 0.439763 0.140 -0.054 0.296
H 0.387479 1.014208 2.409302 0.320 -0.467 0.078
H -1.157763 1.420167 3.133266 0.467 -1.433 -1.098
H -0.240096 0.359423 3.942398 0.999 -0.778 1.102
H 0.197326 1.674219 -3.282471 1.301 -1.055 -0.272
H 1.978452 1.323880 -2.969182 -0.747 -0.351 -0.659
H 0.979269 0.334718 -4.216795 0.362 0.127 0.826
H -0.763569 -1.721946 2.586090 -0.750 1.939 0.012
H -2.069743 -0.486866 2.123554 -2.046 -0.477 0.467
```
Forces are in eV/Å.

Calculated values
Relative energy (zero: lowest compared OMol25 entry of this formula, charge and spin), kJ/mol: 671.8
Charge: 0
E_LUMO, eV: 0.039

---

Below is 2 unconnected molecules or ions with the total composition C6H10N2O3 in a non-equilibrium geometry, with properties calculated with ωB97M-V/def2-TZVPD.

XYZ file:
```
21
Properties=species:S:1:pos:R:3:forces:R:3
C -0.445569 2.774977 -0.665135 0.897 1.802 -0.569
C -2.965306 -1.023386 0.973127 -0.114 -1.272 0.720
C 2.193331 -0.406393 -0.134023 -0.454 -3.643 -2.457
C 0.483212 0.067904 1.719634 1.693 -0.722 -0.057
C 0.065245 0.391339 -0.685127 -2.719 0.056 -2.816
C 0.727497 -0.516154 0.300637 -0.121 1.780 0.441
N -0.286820 1.597304 -0.502926 0.300 -1.639 -0.350
N -0.460890 -0.277452 -2.016756 -1.100 1.760 1.650
O -3.060442 -2.151312 1.163371 -0.087 -1.184 -0.166
O -2.900609 0.111146 0.883061 0.199 2.380 -0.604
O 0.056399 -1.725928 0.153808 0.869 -1.156 -0.723
H -1.312835 3.369082 -0.494800 -0.856 -0.092 0.505
H 2.340476 -0.703921 -1.265178 -0.529 0.706 1.958
H 2.612297 0.518184 0.010496 0.613 2.499 0.326
H 2.815649 -1.106902 0.365585 0.551 -0.809 0.767
H -0.539117 -0.158664 2.022550 0.432 -0.178 0.465
H 0.568366 1.105622 1.585098 -0.324 1.663 -0.147
H 1.344499 -0.043046 2.464833 -1.474 -0.946 -0.802
H 0.205476 -0.106227 -2.775986 -0.526 0.232 0.239
H -1.474014 0.109366 -2.269562 3.211 -0.949 0.713
H 0.033155 -1.825534 -0.832715 -0.459 -0.288 0.908
```
Forces are in eV/Å.

Calculated values
Relative energy (zero: lowest compared OMol25 entry of this formula, charge and spin), kJ/mol: 414.1
Charge: 0
E_LUMO, eV: 0.540